{
  "formula": "C47H27AlCl4N5S",
  "method": "ωB97M-V/def2-TZVPD",
  "homo_lumo_gap_ha": 0.2178,
  "energy_ha": -4562.43607,
  "homo_ev": -10.0266,
  "total_charge": 1,
  "elements": ["Al", "Cl", "C", "C", "C", "C", "C", "C", "C", "C", "C", "C", "C", "C", "C", "C", "C", "C", "Cl", "C", "C", "C", "N", "C", "C", "C", "C", "C", "C", "Cl", "C", "C", "C", "C", "C", "C", "N", "C", "C", "C", "C", "C", "N", "C", "C", "C", "C", "Cl", "C", "C", "C", "C", "N", "H", "H", "H", "H", "H", "H", "H", "H", "H", "H", "H", "H", "H", "H", "H", "H", "H", "H", "H", "H", "H", "H", "H", "H", "S", "C", "C", "N", "C", "H", "H", "H"],
  "coordinates": [[0.09, -0.04, -0.08], [-5.70, 7.28, -0.16], [-4.65, 5.90, -0.20], [-3.66, 5.89, -1.17], [-2.79, 4.81, -1.22], [-2.88, 3.79, -0.25], [-3.88, 3.85, 0.68], [-4.79, 4.92, 0.74], [-1.88, 2.70, -0.24], [-1.89, 1.80, -1.35], [-2.70, 1.97, -2.52], [-2.38, 0.94, -3.36], [-1.35, 0.24, -2.79], [-0.75, -0.88, -3.30], [-1.18, -1.33, -4.68], [-2.45, -1.87, -4.84], [-2.88, -2.32, -6.08], [-2.05, -2.15, -7.16], [-2.58, -2.66, -8.73], [-0.80, -1.59, -7.02], [-0.37, -1.22, -5.79], [0.20, -1.69, -2.62], [0.60, -1.45, -1.28], [1.24, -2.61, -0.95], [1.93, -2.86, 0.31], [2.42, -4.23, 0.65], [3.24, -4.96, -0.18], [3.58, -6.27, 0.11], [3.09, -6.84, 1.26], [3.45, -8.55, 1.55], [2.29, -6.14, 2.14], [1.94, -4.81, 1.81], [2.19, -1.84, 1.17], [3.25, -1.83, 2.14], [3.31, -0.61, 2.71], [2.26, 0.18, 2.06], [1.64, -0.54, 1.09], [1.96, 1.46, 2.43], [0.89, 2.17, 1.88], [0.30, 3.36, 2.49], [-0.78, 3.68, 1.73], [-0.91, 2.67, 0.68], [0.13, 1.72, 0.83], [2.70, 2.11, 3.52], [2.32, 1.91, 4.86], [2.92, 2.58, 5.91], [3.92, 3.48, 5.62], [4.81, 4.36, 6.92], [4.38, 3.65, 4.30], [3.74, 3.02, 3.27], [1.20, -3.56, -1.98], [0.57, -2.95, -3.06], [-1.06, 0.73, -1.50], [-3.66, 6.71, -1.88], [-2.04, 4.78, -1.99], [-3.91, 3.05, 1.40], [-5.59, 4.93, 1.48], [-3.43, 2.72, -2.71], [-2.79, 0.75, -4.33], [-3.04, -2.05, -3.96], [-3.80, -2.82, -6.18], [-0.13, -1.55, -7.88], [0.63, -0.81, -5.70], [3.65, -4.48, -1.08], [4.25, -6.89, -0.51], [1.92, -6.63, 3.02], [1.24, -4.28, 2.45], [3.86, -2.72, 2.25], [3.98, -0.27, 3.47], [0.69, 3.92, 3.34], [-1.43, 4.54, 1.87], [1.60, 1.14, 5.15], [2.70, 2.32, 6.94], [5.13, 4.37, 4.08], [4.03, 3.19, 2.25], [1.63, -4.55, -1.95], [0.41, -3.31, -4.05], [-3.81, -1.31, 1.57], [-2.69, -1.03, 2.82], [-1.47, -0.73, 2.32], [-1.40, -0.75, 0.94], [-2.59, -1.06, 0.42], [-2.92, -1.10, 3.88], [-0.58, -0.37, 2.87], [-2.65, -1.13, -0.63]]
}

{
  "formula": "C47H34BrF4INO2PPdTe",
  "method": "ωB97M-V/def2-TZVPD",
  "homo_lumo_gap_ha": 0.2679,
  "energy_ha": -6025.13247,
  "homo_ev": -7.6358,
  "de_lowest_ev": 0.0000,
  "elements": ["Pd", "C", "C", "C", "C", "C", "O", "C", "C", "C", "C", "C", "C", "C", "O", "C", "C", "C", "N", "C", "C", "Te", "C", "C", "C", "C", "C", "C", "C", "C", "C", "C", "C", "C", "H", "H", "H", "H", "H", "H", "H", "H", "H", "H", "H", "H", "H", "H", "H", "H", "H", "H", "H", "H", "H", "H", "H", "H", "F", "C", "C", "F", "C", "F", "C", "P", "C", "C", "C", "C", "C", "C", "C", "C", "C", "C", "C", "C", "C", "Br", "C", "F", "H", "H", "H", "H", "H", "H", "H", "H", "H", "H", "I"],
  "coordinates": [[0.76, -0.25, -1.54], [-3.41, 5.09, -1.64], [-2.23, 4.16, -1.82], [-1.61, 4.02, -3.07], [-0.55, 3.17, -3.26], [0.15, 3.09, -4.59], [1.13, 3.77, -4.81], [-0.43, 2.18, -5.63], [0.14, 2.18, -6.90], [-0.36, 1.34, -7.88], [-1.42, 0.49, -7.59], [-1.98, 0.48, -6.33], [-1.49, 1.33, -5.35], [-0.06, 2.36, -2.21], [0.91, 1.52, -2.47], [-0.64, 2.55, -0.92], [-1.71, 3.45, -0.77], [-0.02, 1.96, 0.26], [0.68, 0.88, 0.21], [1.51, 0.49, 1.36], [2.79, 1.31, 1.42], [4.19, 0.43, 2.79], [2.69, -0.06, 4.19], [2.38, -1.39, 4.43], [1.37, -1.73, 5.32], [0.65, -0.73, 5.96], [0.95, 0.60, 5.72], [1.98, 0.94, 4.85], [-0.18, 2.73, 1.53], [-0.98, 2.22, 2.55], [-1.18, 2.95, 3.71], [-0.57, 4.19, 3.86], [0.23, 4.70, 2.85], [0.42, 3.97, 1.68], [-3.72, 5.52, -2.59], [-3.16, 5.92, -0.97], [-4.27, 4.57, -1.21], [-1.98, 4.59, -3.91], [0.97, 2.85, -7.10], [0.09, 1.34, -8.87], [-1.80, -0.17, -8.36], [-2.79, -0.19, -6.10], [-1.92, 1.32, -4.35], [-2.14, 3.57, 0.22], [1.77, -0.56, 1.23], [0.97, 0.58, 2.30], [2.59, 2.33, 1.73], [3.30, 1.33, 0.45], [2.93, -2.17, 3.92], [1.14, -2.77, 5.51], [-0.14, -0.99, 6.66], [0.40, 1.39, 6.23], [2.21, 1.98, 4.67], [-1.46, 1.26, 2.43], [-1.81, 2.56, 4.50], [-0.73, 4.77, 4.77], [0.70, 5.67, 2.96], [1.01, 4.38, 0.87], [4.74, -4.73, 2.79], [3.79, -4.16, 2.06], [2.47, -4.55, 2.21], [2.15, -5.49, 3.09], [1.50, -3.94, 1.44], [0.25, -4.38, 1.61], [1.78, -2.92, 0.53], [0.38, -2.20, -0.43], [-0.23, -3.71, -1.22], [-1.52, -4.20, -1.05], [-1.91, -5.37, -1.67], [-1.01, -6.08, -2.46], [0.28, -5.60, -2.63], [0.67, -4.42, -2.02], [-0.89, -1.75, 0.80], [-2.07, -1.24, 0.26], [-3.11, -0.84, 1.09], [-2.96, -0.92, 2.47], [-1.77, -1.38, 3.01], [-0.73, -1.79, 2.18], [3.13, -2.58, 0.36], [3.75, -1.36, -0.92], [4.12, -3.19, 1.13], [5.40, -2.88, 0.98], [-2.22, -3.67, -0.42], [-2.92, -5.74, -1.53], [-1.32, -6.99, -2.94], [0.98, -6.14, -3.25], [1.67, -4.04, -2.17], [-2.18, -1.15, -0.82], [-4.03, -0.46, 0.66], [-3.77, -0.61, 3.12], [-1.63, -1.40, 4.08], [0.20, -2.12, 2.62], [0.68, -1.43, -3.85]]
}

{
  "formula": "C47H36N4O2PTi",
  "method": "ωB97M-V/def2-TZVPD",
  "spin_multiplicity": 2,
  "homo_lumo_gap_ha": [0.2209, 0.2299],
  "energy_ha": -3373.07458,
  "homo_ev": [-6.2444, -6.9678],
  "s2": 0.7753,
  "de_lowest_ev": 0.0000,
  "elements": ["Ti", "C", "C", "C", "C", "C", "C", "N", "C", "C", "C", "C", "C", "C", "N", "N", "C", "C", "C", "C", "C", "N", "H", "H", "H", "H", "H", "H", "H", "H", "H", "H", "H", "H", "H", "C", "C", "O", "C", "C", "C", "C", "C", "C", "O", "H", "H", "H", "H", "H", "H", "H", "C", "C", "C", "C", "C", "C", "P", "C", "C", "C", "C", "C", "C", "C", "C", "C", "C", "C", "C", "C", "C", "C", "C", "H", "H", "H", "H", "H", "H", "H", "H", "H", "H", "H", "H", "H", "H", "H", "H"],
  "coordinates": [[0.16, -0.44, 0.30], [1.60, -2.29, 5.36], [1.13, -3.08, 4.33], [0.40, -2.51, 3.29], [0.17, -1.14, 3.26], [0.65, -0.36, 4.31], [1.35, -0.93, 5.35], [-0.56, -0.56, 2.19], [-1.85, -0.18, 2.47], [-2.46, -0.11, 3.73], [-3.79, 0.27, 3.83], [-4.55, 0.55, 2.70], [-3.98, 0.46, 1.44], [-2.63, 0.12, 1.34], [-1.92, -0.08, 0.17], [-2.61, 0.00, -0.95], [-1.84, -0.23, -2.02], [-2.41, -0.21, -3.31], [-1.64, -0.53, -4.39], [-0.29, -0.88, -4.19], [0.21, -0.84, -2.92], [-0.52, -0.50, -1.84], [2.16, -2.74, 6.18], [1.30, -4.15, 4.33], [0.01, -3.12, 2.49], [0.47, 0.71, 4.28], [1.72, -0.30, 6.16], [-1.90, -0.35, 4.62], [-4.25, 0.33, 4.81], [-5.59, 0.83, 2.79], [-4.55, 0.64, 0.54], [-3.46, 0.05, -3.40], [-2.06, -0.53, -5.39], [0.35, -1.16, -5.02], [1.25, -1.07, -2.74], [4.26, -1.21, -1.11], [2.86, -1.57, -0.71], [2.02, -0.66, -0.72], [2.51, -2.94, -0.39], [3.45, -3.98, -0.54], [3.10, -5.29, -0.39], [1.77, -5.61, -0.09], [0.83, -4.63, 0.07], [1.17, -3.26, -0.04], [0.25, -2.38, 0.19], [4.32, -0.12, -1.20], [4.51, -1.66, -2.07], [4.98, -1.56, -0.37], [4.47, -3.72, -0.80], [3.84, -6.07, -0.51], [1.48, -6.65, 0.01], [-0.20, -4.87, 0.31], [-3.16, 5.13, -1.90], [-3.53, 4.03, -1.14], [-2.58, 3.13, -0.69], [-1.23, 3.32, -1.00], [-0.86, 4.44, -1.75], [-1.82, 5.34, -2.20], [0.04, 2.19, -0.34], [1.45, 2.46, -1.48], [1.24, 2.18, -2.83], [2.28, 2.25, -3.74], [3.55, 2.61, -3.30], [3.76, 2.90, -1.96], [2.72, 2.83, -1.05], [0.58, 2.96, 1.19], [0.34, 4.24, 1.61], [1.02, 4.74, 2.74], [1.96, 3.98, 3.37], [2.24, 2.66, 2.94], [3.27, 1.87, 3.51], [3.50, 0.61, 3.03], [2.68, 0.06, 2.02], [1.64, 0.76, 1.45], [1.48, 2.11, 1.89], [-3.90, 5.83, -2.25], [-4.57, 3.87, -0.90], [-2.89, 2.28, -0.10], [0.18, 4.60, -1.99], [-1.51, 6.20, -2.78], [0.25, 1.91, -3.18], [2.10, 2.03, -4.78], [4.37, 2.67, -4.01], [4.75, 3.19, -1.62], [2.90, 3.05, -0.01], [-0.34, 4.88, 1.05], [0.82, 5.75, 3.08], [2.52, 4.38, 4.20], [3.88, 2.28, 4.31], [4.30, 0.01, 3.45], [2.87, -0.97, 1.75]]
}

{
  "formula": "C47H37BeN4Sb",
  "method": "ωB97M-V/def2-TZVPD",
  "homo_lumo_gap_ha": 0.2175,
  "energy_ha": -2287.35096,
  "homo_ev": -6.7961,
  "elements": ["Be", "C", "C", "C", "C", "C", "C", "C", "C", "C", "C", "C", "N", "C", "C", "C", "C", "C", "C", "C", "C", "C", "C", "C", "C", "C", "N", "C", "C", "C", "C", "C", "C", "C", "C", "C", "C", "C", "C", "N", "C", "C", "N", "C", "C", "C", "C", "C", "C", "H", "H", "H", "H", "H", "H", "H", "H", "H", "H", "H", "H", "H", "H", "H", "H", "H", "H", "H", "H", "H", "H", "H", "H", "H", "H", "H", "H", "C", "Sb", "C", "C", "H", "H", "H", "H", "H", "H", "H", "H", "H"],
  "coordinates": [[-0.12, -0.67, -0.24], [7.15, -2.93, 0.03], [6.14, -3.87, 0.21], [4.81, -3.47, 0.16], [4.48, -2.15, -0.08], [5.50, -1.21, -0.27], [6.83, -1.60, -0.21], [3.05, -1.72, -0.13], [2.41, -1.35, 1.04], [3.01, -1.42, 2.34], [1.99, -1.34, 3.23], [0.79, -1.22, 2.46], [1.06, -1.12, 1.12], [-0.48, -1.37, 2.99], [-1.61, -1.20, 2.20], [-2.94, -1.14, 2.74], [-3.70, -0.51, 1.82], [-2.82, -0.21, 0.71], [-3.14, 0.69, -0.29], [-4.46, 1.39, -0.25], [-5.55, 0.90, -0.96], [-6.77, 1.56, -0.92], [-6.90, 2.72, -0.18], [-5.82, 3.22, 0.53], [-4.60, 2.55, 0.50], [-2.26, 0.94, -1.33], [-1.09, 0.25, -1.52], [-0.79, 0.48, -2.84], [0.15, -0.25, -3.55], [0.24, -0.07, -5.03], [-0.77, -0.56, -5.86], [-0.69, -0.40, -7.24], [0.40, 0.26, -7.80], [1.40, 0.76, -6.97], [1.32, 0.59, -5.60], [1.03, -1.09, -2.90], [2.12, -1.77, -3.56], [2.97, -2.15, -2.58], [2.38, -1.74, -1.34], [1.14, -1.18, -1.53], [-1.68, 1.44, -3.42], [-2.60, 1.74, -2.48], [-1.57, -0.73, 0.91], [-0.64, -1.65, 4.44], [-0.52, -2.95, 4.93], [-0.66, -3.21, 6.29], [-0.91, -2.17, 7.17], [-1.03, -0.87, 6.69], [-0.89, -0.61, 5.33], [8.19, -3.24, 0.07], [6.39, -4.90, 0.40], [4.02, -4.20, 0.31], [5.24, -0.18, -0.45], [7.61, -0.87, -0.36], [4.06, -1.56, 2.53], [2.04, -1.42, 4.30], [-3.22, -1.48, 3.72], [-4.73, -0.23, 1.87], [-5.44, -0.01, -1.55], [-7.61, 1.17, -1.48], [-7.85, 3.24, -0.15], [-5.92, 4.13, 1.11], [-3.75, 2.93, 1.05], [-1.61, -1.08, -5.42], [-1.47, -0.79, -7.87], [0.46, 0.39, -8.87], [2.25, 1.28, -7.41], [2.10, 0.97, -4.96], [2.23, -1.87, -4.62], [3.92, -2.64, -2.67], [-1.62, 1.80, -4.44], [-3.45, 2.39, -2.55], [-0.32, -3.76, 4.24], [-0.57, -4.22, 6.65], [-1.02, -2.37, 8.23], [-1.23, -0.05, 7.38], [-0.99, 0.40, 4.95], [-0.32, 3.86, 2.93], [0.07, 2.50, 1.30], [-0.32, 3.94, -0.25], [2.19, 2.83, 1.29], [0.02, 4.86, 2.67], [0.20, 3.52, 3.82], [-1.39, 3.89, 3.14], [0.13, 4.89, 0.01], [-1.39, 4.07, -0.39], [0.10, 3.57, -1.18], [2.41, 3.90, 1.27], [2.62, 2.36, 0.41], [2.65, 2.39, 2.18]]
}

{
  "formula": "C47H37N4O3P2PdS2",
  "method": "ωB97M-V/def2-TZVPD",
  "spin_multiplicity": 6,
  "homo_lumo_gap_ha": [0.1714, 0.1921],
  "energy_ha": -3864.32064,
  "homo_ev": [-10.3374, -13.5003],
  "s2": 8.7781,
  "total_charge": 2,
  "elements": ["Pd", "S", "N", "C", "C", "C", "C", "C", "N", "C", "C", "N", "C", "C", "C", "C", "C", "N", "H", "H", "H", "H", "H", "H", "C", "C", "P", "C", "C", "C", "C", "C", "C", "C", "C", "C", "C", "C", "C", "C", "P", "C", "C", "C", "C", "C", "C", "C", "C", "C", "C", "C", "C", "H", "H", "H", "H", "H", "H", "H", "H", "H", "H", "H", "H", "H", "H", "H", "H", "H", "H", "H", "H", "H", "H", "H", "H", "H", "H", "S", "C", "O", "C", "C", "C", "C", "C", "C", "C", "O", "O", "H", "H", "H", "H", "H"],
  "coordinates": [[0.67, -0.57, -0.12], [4.74, 0.66, 6.33], [3.13, 0.68, 6.09], [2.94, 0.33, 4.83], [1.68, 0.24, 4.16], [0.46, 0.49, 4.81], [-0.71, 0.39, 4.09], [-0.63, 0.06, 2.74], [0.51, -0.19, 2.11], [1.67, -0.12, 2.79], [2.89, -0.42, 2.09], [2.81, -0.77, 0.79], [3.92, -1.10, 0.14], [5.18, -1.11, 0.72], [5.30, -0.71, 2.03], [4.15, -0.36, 2.74], [4.18, 0.05, 4.11], [5.27, 0.20, 4.85], [0.48, 0.77, 5.86], [-1.67, 0.56, 4.55], [-1.52, -0.01, 2.14], [3.80, -1.38, -0.90], [6.04, -1.41, 0.14], [6.26, -0.67, 2.54], [-2.53, -0.54, -2.38], [-1.41, 0.51, -2.40], [-1.15, 1.20, -0.70], [-2.83, 1.82, -0.33], [-3.56, 2.49, -1.31], [-4.77, 3.09, -1.00], [-5.28, 3.00, 0.29], [-4.58, 2.30, 1.26], [-3.36, 1.72, 0.95], [-0.20, 2.78, -0.56], [-0.67, 3.99, -1.07], [0.02, 5.17, -0.82], [1.17, 5.16, -0.06], [1.64, 3.97, 0.47], [0.96, 2.79, 0.23], [-2.14, -1.92, -1.82], [-1.40, -1.98, -0.13], [-2.79, -1.99, 1.04], [-2.55, -2.52, 2.31], [-3.57, -2.59, 3.24], [-4.84, -2.12, 2.91], [-5.07, -1.56, 1.66], [-4.05, -1.48, 0.73], [-0.80, -3.69, 0.08], [-1.63, -4.77, -0.22], [-1.21, -6.06, 0.03], [0.04, -6.30, 0.60], [0.86, -5.23, 0.93], [0.45, -3.93, 0.67], [-2.86, -0.70, -3.40], [-3.39, -0.15, -1.84], [-1.67, 1.32, -3.09], [-0.50, 0.06, -2.77], [-3.20, 2.55, -2.33], [-5.32, 3.62, -1.76], [-6.22, 3.48, 0.54], [-4.98, 2.21, 2.26], [-2.83, 1.17, 1.72], [-1.57, 4.02, -1.66], [-0.36, 6.10, -1.23], [1.70, 6.09, 0.13], [2.54, 3.96, 1.07], [1.33, 1.87, 0.65], [-1.40, -2.39, -2.47], [-3.02, -2.56, -1.80], [-1.57, -2.90, 2.56], [-3.39, -3.02, 4.21], [-5.65, -2.19, 3.63], [-6.06, -1.19, 1.41], [-4.24, -1.04, -0.24], [-2.61, -4.59, -0.64], [-1.85, -6.89, -0.22], [0.36, -7.31, 0.80], [1.83, -5.42, 1.38], [1.08, -3.10, 0.96], [1.49, -3.41, -2.18], [1.49, -1.79, -1.96], [1.49, 2.97, -3.44], [2.41, 2.34, -4.19], [3.09, 2.99, -5.21], [3.99, 2.31, -6.00], [4.21, 0.94, -5.81], [3.54, 0.29, -4.80], [2.66, 0.98, -3.96], [2.06, 0.31, -2.82], [2.02, -1.06, -2.96], [1.63, 0.83, -1.82], [1.43, 3.90, -3.69], [2.89, 4.04, -5.40], [4.53, 2.83, -6.78], [4.91, 0.41, -6.43], [3.70, -0.77, -4.65]]
}